C30H47BCaN9O3PS | ωB97M-V/def2-TZVPD

XYZ file:
```
93
Properties=species:S:1:pos:R:3:forces:R:3
Ca 0.061 -1.334 -0.075 0.7 -0.4 -1.8
N -2.664 -0.891 -2.563 -0.2 -0.2 0.1
C -2.124 -0.571 -1.322 -0.2 0.5 -0.4
S -0.951 0.708 -1.353 -0.1 0.7 0.0
N -2.514 -1.311 -0.338 -0.5 -0.7 -0.2
N -1.978 -1.140 0.963 0.3 0.1 0.5
C -1.295 -2.407 1.418 -0.9 -0.7 0.5
C -0.575 -2.270 2.699 0.1 0.3 -0.1
C -0.844 -3.087 3.804 0.1 0.0 -0.1
C -0.163 -2.952 5.001 0.0 0.0 0.1
C 0.816 -1.979 5.147 0.0 0.0 0.0
C 1.144 -1.189 4.056 0.0 0.1 -0.1
C 0.477 -1.351 2.853 0.1 -0.5 0.5
O 0.918 -0.648 1.736 0.3 1.5 1.3
H -2.706 -0.110 -3.194 0.0 0.0 0.0
H -3.516 -1.434 -2.505 0.0 0.0 0.0
H -2.067 -3.175 1.504 0.1 -0.1 -0.1
H -1.625 -3.833 3.709 0.0 0.0 0.0
H -0.418 -3.590 5.839 0.0 0.0 0.0
H 1.331 -1.849 6.090 0.0 0.0 0.0
H 1.934 -0.448 4.122 0.0 0.0 0.0
N -0.078 3.783 0.159 0.0 -0.2 0.2
C 1.071 4.506 0.693 0.2 0.0 0.2
C 1.153 4.359 2.229 -0.3 -0.3 -0.2
C 1.533 2.936 2.697 0.3 0.2 -0.2
N 0.504 1.913 2.453 -0.2 -0.1 -0.5
C 2.874 2.556 2.053 -0.2 -0.2 -0.2
C 2.900 2.655 0.520 0.2 0.1 0.1
N 2.164 1.536 -0.077 -0.2 0.2 0.1
C 2.384 4.028 0.063 -0.2 -0.3 0.0
H -0.939 4.307 0.237 0.0 0.0 0.0
H 0.081 2.103 1.541 -0.1 0.1 0.0
H 0.036 3.484 -0.799 0.0 0.0 0.0
H 0.991 5.578 0.464 0.1 0.0 0.1
H 0.200 4.654 2.677 0.0 0.0 0.0
H 1.913 5.055 2.598 0.0 0.0 0.0
H 1.695 2.956 3.778 0.0 0.1 0.0
H -0.239 1.990 3.143 0.0 0.0 0.0
H 0.830 0.373 1.951 0.3 -0.5 0.2
H 3.145 1.541 2.355 0.0 0.0 0.0
H 3.641 3.232 2.441 0.0 0.0 0.0
H 3.959 2.618 0.219 0.0 0.0 0.0
H 2.660 0.668 0.084 0.0 0.0 0.0
H 2.039 1.657 -1.076 0.0 0.0 0.0
H 2.286 4.042 -1.029 0.1 0.0 0.0
H 3.154 4.757 0.321 0.0 0.0 0.0
C -6.359 2.358 6.737 0.1 0.0 0.0
C -4.821 2.360 6.777 -0.1 0.0 0.1
C -4.320 3.725 7.265 0.0 -0.1 0.0
C -4.380 1.298 7.790 0.0 0.1 -0.1
C -4.308 2.067 5.366 0.0 -0.1 0.0
C -4.656 2.916 4.315 0.0 0.1 0.0
C -4.338 2.647 2.985 0.0 0.0 -0.1
C -3.642 1.489 2.724 0.1 -0.1 0.3
O -3.245 0.947 1.533 0.0 -0.1 -0.2
B -2.577 -0.247 1.868 -0.2 0.5 0.1
O -2.561 -0.409 3.264 0.1 -0.1 -0.1
C -3.237 0.664 3.767 -0.2 0.2 -0.1
C -3.557 0.922 5.081 0.1 -0.1 -0.1
H -6.766 2.474 7.745 0.0 0.0 0.0
H -6.720 1.416 6.323 0.0 0.0 0.0
H -6.742 3.169 6.117 0.0 0.0 0.0
H -4.726 3.938 8.257 0.0 0.0 0.0
H -4.626 4.528 6.593 0.0 0.0 0.0
H -3.231 3.729 7.332 0.0 0.0 0.0
H -4.780 1.549 8.773 0.0 0.0 0.0
H -3.293 1.251 7.871 0.0 0.0 0.0
H -4.758 0.313 7.514 0.0 0.0 0.0
H -5.209 3.824 4.525 0.0 0.0 0.0
H -4.642 3.316 2.191 0.0 0.0 0.0
H -3.229 0.226 5.840 -0.1 0.0 0.1
C 3.911 -0.373 -4.792 0.0 0.0 0.1
N 2.495 -0.512 -5.117 0.0 0.1 -0.1
C 2.252 -1.883 -5.556 0.0 0.0 0.1
N 2.662 -2.883 -4.575 0.0 -0.2 -0.1
C 4.071 -2.680 -4.255 -0.1 0.1 0.0
N 4.374 -1.329 -3.789 0.2 0.0 0.0
C 3.778 -1.063 -2.487 -0.2 0.0 0.0
P 1.904 -1.190 -2.476 0.5 -0.4 -0.4
C 1.639 -0.137 -4.000 -0.1 0.0 0.3
C 1.827 -2.831 -3.383 0.0 0.1 0.1
H 4.099 0.641 -4.431 0.0 0.0 0.0
H 4.489 -0.535 -5.705 0.0 0.0 0.0
H 2.821 -2.053 -6.472 0.0 0.0 0.0
H 1.189 -2.007 -5.771 0.0 0.0 0.0
H 4.656 -2.868 -5.158 0.0 0.0 0.0
H 4.369 -3.397 -3.486 0.0 0.0 0.0
H 4.060 -0.054 -2.172 0.0 0.0 0.1
H 4.183 -1.768 -1.756 0.0 0.0 0.0
H 1.822 0.910 -3.741 -0.1 0.0 0.0
H 0.590 -0.223 -4.292 0.0 0.1 0.0
H 0.787 -3.010 -3.670 0.0 0.0 0.0
H 2.127 -3.629 -2.699 0.0 0.0 0.0
```
Forces are in eV/Å.

Computed properties:
HOMO ... -0.232 hartree
Total charge ... 0
Orbital gap ... 6.52 eV
Energy above the lowest of the compared OMol25 structures with the same formula, charge and spin ... 3.3 kcal per mole
LUMO energy ... 0.21 eV

Mulliken population analysis, charges in e, atoms 1 to 5: number 1, Ca, carries 1.368; number 2, N, carries -0.526; number 3, C, carries 0.387; number 4, S, carries -0.522; number 5, N, carries -0.984